The following is a quantum chemistry calculation of a molecular structure, C50H59Br2CsN9O4, from the OMol25 dataset.

Results
ΔE to the lowest compared entry with this formula, charge and spin ... 44.3 kcal/mol
LUMO level ... 0.0669 Eh
Largest force on an atom ... 0.018 hartree/bohr
DFT total energy ... -215039.84188 eV
Molecular weight ... 1142.8 g mol⁻¹
Charge ... -1

Last column: Mulliken charge in e.
Atoms and positions in Å:
Cs (0.31949, 0.55417, -0.16870)  1.460
C (-0.24456, 4.72094, 0.09023)  -1.381
C (-0.90127, 4.59519, -1.28294)  -0.581
C (-0.10443, 3.85112, -2.33765)  -0.284
C (-0.13212, 4.33875, -3.63591)  -0.934
C (0.36072, 3.47199, -4.64746)  -0.842
C (0.97461, 2.31523, -4.31656)  -0.737
C (1.29667, 2.04725, -2.89402)  0.084
N (0.47254, 2.72284, -1.94789)  0.524
N (-0.45107, 3.62720, 1.05250)  0.776
C (0.30548, 3.95512, 2.24935)  -1.021
C (0.64767, 2.82382, 3.19540)  0.398
C (0.82289, 3.08734, 4.55170)  -0.987
C (1.22443, 2.06357, 5.39022)  -0.862
C (1.42022, 0.79858, 4.85831)  -0.479
C (1.20428, 0.62783, 3.50051)  -0.269
N (0.84402, 1.61482, 2.68249)  0.609
C (-1.87468, 3.44456, 1.33678)  -0.541
C (-2.16456, 2.35830, 2.34242)  0.005
C (-2.59477, 2.65662, 3.62742)  -0.800
C (-2.81623, 1.61140, 4.51326)  -0.884
C (-2.59998, 0.31573, 4.08301)  -0.442
C (-2.17557, 0.10429, 2.77418)  0.010
N (-1.97312, 1.10715, 1.92448)  0.386
H (-0.59022, 5.66274, 0.56057)  0.470
H (0.83237, 4.80714, -0.06603)  0.545
H (-1.07315, 5.60896, -1.65313)  0.312
H (-1.89226, 4.14012, -1.20430)  0.219
H (-0.64027, 5.26387, -3.87329)  0.273
H (0.18705, 3.71014, -5.69337)  0.324
H (1.27629, 1.59673, -5.07074)  0.299
H (1.25728, 0.96082, -2.67963)  0.063
H (-0.18401, 4.76169, 2.82830)  0.280
H (1.26349, 4.36529, 1.91462)  0.545
H (0.63451, 4.08230, 4.93535)  0.415
H (1.37020, 2.24731, 6.44788)  0.419
H (1.72123, -0.04299, 5.46664)  0.333
H (1.32095, -0.35230, 3.04996)  0.405
H (-2.37140, 3.15837, 0.41110)  0.303
H (-2.32196, 4.39438, 1.68711)  0.241
H (-2.73642, 3.68723, 3.92814)  0.419
H (-3.14670, 1.81197, 5.52561)  0.378
H (-2.74849, -0.53301, 4.73858)  0.560
H (-1.98179, -0.88813, 2.37501)  0.039
Br (3.71390, -0.50619, 0.88201)  0.015
C (3.87250, -1.74937, -0.60069)  -0.680
Br (2.14078, -2.05505, -1.39791)  -0.017
H (4.18327, -2.69608, -0.17632)  0.433
H (4.61324, -1.33817, -1.27649)  0.458
C (0.02625, -7.87544, 5.92392)  -1.046
O (-0.43166, -6.95845, 4.95826)  -0.353
C (-0.15408, -7.23985, 3.64274)  1.048
C (0.46912, -8.38964, 3.20004)  -0.595
C (0.71538, -8.56737, 1.83834)  -0.695
C (0.34216, -7.58371, 0.94445)  -1.068
C (-0.28256, -6.42229, 1.38748)  -0.521
C (-0.55058, -6.23531, 2.73754)  0.171
N (-1.18459, -5.11648, 3.26026)  -0.158
C (-1.33665, -3.91107, 2.50856)  -0.145
N (-2.32457, -4.02440, 1.60771)  0.078
C (-2.82694, -3.13461, 0.59519)  0.886
C (-2.18583, -1.96671, 0.20524)  -0.935
C (-2.92059, -1.23009, -0.74868)  -0.719
C (-4.14581, -1.60726, -1.26970)  -0.966
C (-4.72568, -2.81287, -0.87006)  -0.432
C (-4.05521, -3.57434, 0.06855)  1.265
O (-4.53679, -4.79477, 0.53988)  -0.400
C (-5.86146, -5.12924, 0.21490)  -1.033
N (-0.61668, -2.87155, 2.72421)  -0.177
C (0.40128, -2.89210, 3.66802)  0.161
C (1.73043, -2.83362, 3.26291)  -0.648
C (2.77310, -2.74115, 4.17610)  -0.586
C (2.50146, -2.70369, 5.53095)  -1.060
C (1.18064, -2.75873, 5.97265)  -0.615
C (0.14615, -2.84878, 5.05589)  0.754
O (-1.17871, -2.91622, 5.40627)  -0.234
C (-1.49799, -2.74397, 6.76672)  -1.172
H (-0.25392, -7.46727, 6.89210)  0.251
H (1.11324, -7.98909, 5.87892)  0.416
H (-0.44300, -8.85568, 5.79750)  0.368
H (0.77113, -9.15350, 3.90219)  0.409
H (1.20078, -9.47126, 1.49588)  0.378
H (0.53556, -7.70648, -0.11316)  0.383
H (-0.56698, -5.65166, 0.68399)  0.576
H (-1.01865, -4.96385, 4.24257)  0.443
H (-2.88295, -4.85385, 1.73253)  0.404
H (-2.50108, -0.29280, -1.10659)  -0.317
H (-4.65717, -0.99066, -2.00276)  0.404
H (-5.67181, -3.13335, -1.28320)  0.322
H (-5.97455, -5.34297, -0.85332)  0.325
H (-6.55256, -4.32495, 0.48519)  0.422
H (-6.10580, -6.02652, 0.78166)  0.261
H (1.91598, -2.84690, 2.19578)  0.615
H (3.79493, -2.68537, 3.82437)  0.368
H (3.30347, -2.62585, 6.25335)  0.357
H (0.97320, -2.73113, 7.03338)  0.422
H (-2.58342, -2.76703, 6.82972)  0.283
H (-1.13314, -1.78189, 7.14047)  0.345
H (-1.08360, -3.54872, 7.38241)  0.406
C (-0.81978, -2.29199, -6.25899)  -1.332
C (-1.20968, -1.20893, -5.31226)  0.595
C (-2.01841, -0.10690, -5.45578)  -1.212
C (-2.00452, 0.53699, -4.19653)  0.663
N (-1.24228, -0.11936, -3.34317)  0.125
N (-0.77042, -1.17185, -4.03675)  0.127
C (-2.70575, 1.78384, -3.77393)  -0.672
H (-1.31998, -2.14353, -7.21425)  0.345
H (-1.10312, -3.27565, -5.87977)  0.297
H (0.25661, -2.29802, -6.44164)  0.280
H (-2.54316, 0.19826, -6.34537)  0.425
H (-0.18110, -1.83868, -3.57104)  0.024
H (-3.20344, 2.25208, -4.62339)  0.375
H (-1.98867, 2.49628, -3.36717)  -0.174
H (-3.45525, 1.56280, -3.01085)  0.211
C (4.00069, 0.69706, -3.73857)  -1.367
C (3.61410, 1.37775, -2.42542)  1.672
C (4.83014, 1.93291, -1.70520)  -1.542
O (2.71750, 2.43592, -2.61744)  -0.436
H (4.69936, -0.12847, -3.56546)  0.383
H (4.47176, 1.42090, -4.40672)  0.323
H (3.11804, 0.29791, -4.23933)  0.221
H (3.14440, 0.60897, -1.79041)  -0.267
H (5.30612, 2.69420, -2.32641)  0.403
H (5.56280, 1.14939, -1.49369)  0.329
H (4.53010, 2.39461, -0.76517)  0.300